Entry 1:
185
Properties=species:S:1:pos:R:3:forces:R:3 method="wB97M-V/def2-TZVPD" homo_lumo_gap_ev=8.53 homo_ev=-8.26 lumo_energy_ha=0.010 mol_weight_g_mol=1311.57
Zn 3.381211 1.912815 1.113507 -0.589 0.602 0.149
O 1.697457 2.372967 -0.062143 1.300 0.583 -0.222
C 1.090898 1.139740 -0.128317 2.467 -0.781 1.504
C 1.011353 0.530020 1.302065 -0.246 -0.509 -0.455
O 2.195431 0.613385 2.042931 0.667 0.552 -0.916
H 1.688770 0.475076 -0.806071 -0.420 0.001 0.542
H 0.135088 1.218495 -0.507141 -2.500 0.054 -0.976
H 0.713033 -0.513900 1.133464 -0.012 -0.413 0.212
H 0.179695 0.982262 1.864734 -0.005 0.282 -0.167
O 4.839276 2.513399 -0.214930 -0.955 -0.417 0.187
P 5.620404 3.650320 -0.769292 0.770 1.085 -0.376
N 5.994565 3.389449 -2.365920 0.903 -0.349 0.519
C 6.533753 2.046172 -2.641361 -2.841 0.483 -0.685
C 6.435530 4.367166 -3.343553 -0.649 0.345 -0.212
N 6.985629 3.713942 0.172396 0.555 -0.280 0.402
C 8.201206 4.475328 -0.187101 -1.573 -0.125 -1.986
C 7.037611 3.107544 1.532556 1.308 1.439 0.155
N 4.956811 5.191380 -0.879644 0.172 -0.342 0.613
C 5.042336 6.038187 0.320031 0.657 -2.340 -0.334
C 3.612530 5.312365 -1.453907 -0.053 -0.003 0.601
H 6.030271 1.582423 -3.513870 0.090 0.375 0.292
H 6.270382 1.472902 -1.793735 0.126 -1.010 0.796
H 7.549748 2.045183 -2.836289 2.251 0.144 -0.146
H 5.893638 4.090773 -4.233146 0.382 -0.173 -0.916
H 7.521979 4.441958 -3.507499 -0.237 -0.438 0.059
H 6.081001 5.373086 -3.172528 -0.106 0.187 0.681
H 8.094747 5.515161 0.159056 0.701 -0.321 0.139
H 9.064550 3.909503 0.122481 0.358 0.264 0.613
H 8.298226 4.498232 -1.318808 -0.280 0.161 1.216
H 6.929267 3.902203 2.340597 -0.200 -0.959 -0.849
H 6.376684 2.278294 1.654014 -0.715 -0.072 0.022
H 8.053696 2.684048 1.676291 -0.383 0.273 -0.187
H 5.239757 7.010880 0.026666 -0.023 2.143 -0.466
H 4.177914 5.920687 0.949628 -0.458 0.173 0.262
H 5.904062 5.682480 0.847531 0.436 0.056 0.726
H 3.496507 4.603856 -2.274731 -0.334 0.015 0.219
H 3.439642 6.340831 -1.825654 0.136 -0.475 0.187
H 2.947411 5.113802 -0.578342 -0.316 -0.018 -1.163
O -7.349676 -6.156972 -0.439957 0.134 0.170 -0.412
P -6.533074 -5.129140 0.232836 -0.070 0.231 0.604
N -5.288138 -5.873145 1.132867 0.492 0.705 0.014
C -5.015624 -7.265312 0.828597 -0.009 -1.735 0.328
C -4.112573 -5.010512 1.443408 -0.158 -1.172 -0.391
N -7.281596 -4.288727 1.474642 -1.114 0.574 1.026
C -8.176592 -3.140221 1.153977 0.418 -0.356 -1.045
C -7.812855 -5.143598 2.614467 -0.606 0.281 -2.289
N -6.010955 -3.877052 -0.757095 0.624 0.123 0.435
C -5.882195 -3.940867 -2.211420 -1.522 -2.040 0.535
C -5.224280 -2.746147 -0.207137 -0.088 -0.509 -1.347
H -4.746561 -8.020559 1.677313 -0.543 1.886 -0.738
H -4.208734 -7.403409 0.111405 0.285 0.200 -0.273
H -5.917441 -7.673228 0.350362 0.319 0.084 0.204
H -3.392111 -5.582810 2.041844 -0.347 0.186 0.189
H -4.401191 -4.082979 1.925069 -0.087 -0.166 0.369
H -3.573910 -4.727671 0.536162 0.001 -0.045 -0.211
H -9.234267 -3.370956 1.206452 -0.274 -0.592 -0.034
H -8.076461 -2.281867 1.820600 0.593 -0.073 0.091
H -7.981846 -2.840443 0.099487 -0.099 0.042 0.855
H -8.389668 -4.541016 3.286832 -0.594 0.567 0.026
H -8.450926 -5.976988 2.196515 0.717 0.734 0.628
H -7.015472 -5.477706 3.209368 1.185 -0.929 0.450
H -4.878610 -4.180724 -2.526904 0.306 -0.238 -0.156
H -6.657844 -4.671721 -2.586341 1.053 0.665 0.190
H -6.126289 -2.978207 -2.574965 -0.295 1.112 -0.609
H -4.149079 -2.862803 -0.544366 -1.020 0.306 0.868
H -5.451955 -2.760730 0.842024 0.626 0.461 0.550
H -5.596887 -1.794953 -0.638419 0.060 -0.384 0.137
C 4.309091 -0.560716 -2.083030 -0.259 2.845 0.840
C 3.534863 -1.801834 -1.780834 2.682 -0.400 -0.260
O 2.363438 -1.807649 -1.589629 -3.409 0.070 0.302
N 4.273716 -2.937093 -1.711906 1.787 -0.892 0.562
C 3.775071 -4.178089 -1.125277 -0.735 -0.203 0.585
H 5.310598 -0.666213 -2.484028 0.046 -0.473 -0.137
H 4.446838 0.053893 -1.105238 -0.359 -1.058 -1.394
H 3.741665 0.141349 -2.774071 0.868 -1.144 1.019
H 5.262850 -2.783989 -1.523836 -0.374 0.032 -0.434
H 4.431645 -5.052062 -1.092113 0.871 0.799 -0.131
H 2.992966 -4.587009 -1.723315 -0.998 0.085 -0.610
H 3.375725 -4.046472 -0.110237 0.237 0.123 -0.332
C 0.593880 -5.024854 2.745956 -0.177 -1.647 -0.307
C 1.324583 -4.191703 1.674997 -1.427 0.241 -0.425
O 2.544501 -4.192796 1.726583 -0.213 0.105 -0.168
N 0.616314 -3.509790 0.680622 0.885 -1.873 1.711
C -0.797394 -3.265300 0.610692 0.350 0.472 1.593
H 1.344237 -5.111222 3.572679 -0.902 -0.300 -0.732
H 0.246931 -6.056068 2.340846 1.456 1.305 0.304
H -0.389264 -4.789349 3.138116 -0.020 1.275 0.057
H 1.170423 -3.116061 -0.046357 0.602 0.468 -0.464
H -1.458401 -4.071657 0.382378 -0.104 -1.013 -0.297
H -0.886383 -2.531945 -0.135389 -0.539 0.928 -0.685
H -1.138711 -2.836281 1.551854 -0.177 0.078 0.141
C -1.522011 -0.379686 -5.550245 0.720 -0.471 0.302
C -2.189688 0.779186 -4.866573 -0.187 0.138 0.964
O -1.508909 1.677265 -4.391809 0.868 0.562 -0.049
N -3.527839 0.864380 -4.817212 -1.245 -0.338 0.030
C -4.422102 -0.311301 -4.810742 1.125 0.551 -1.194
H -0.464643 -0.514441 -5.151481 -1.490 0.216 -0.640
H -1.493119 -0.013661 -6.577449 0.302 -0.425 -0.268
H -2.070723 -1.337534 -5.515916 0.233 0.489 -0.007
H -3.942819 1.714078 -4.448688 0.446 0.175 0.358
H -5.472433 0.003737 -4.731827 0.530 -0.118 0.534
H -4.026256 -0.999346 -4.045298 -0.892 -0.125 -0.304
H -4.323963 -0.706912 -5.830084 -0.242 -0.682 0.404
C 4.181564 -1.682537 2.029991 0.505 0.316 -1.148
C 4.614735 -0.321852 2.641340 -0.416 -3.351 0.793
O 5.102506 0.616551 2.037863 -0.288 1.140 -0.411
N 4.605653 -0.465607 3.979821 -0.079 0.207 0.217
C 4.955951 0.506311 4.976904 0.151 1.496 -1.893
H 3.109034 -1.825201 1.823426 0.467 0.671 -0.087
H 4.417021 -2.484157 2.729259 0.231 -0.018 -0.117
H 4.779658 -1.847655 1.089277 -0.718 0.132 0.839
H 4.229193 -1.300508 4.379881 -0.204 -0.344 -0.460
H 4.228535 1.335565 4.888674 0.507 -0.117 0.538
H 5.972901 0.872946 4.759098 -0.383 0.074 0.345
H 4.917855 0.003859 5.902382 -0.025 -0.167 1.232
C -1.259501 -4.918015 -2.533471 0.254 -0.395 1.298
C -1.557556 -3.467243 -2.387480 -0.414 1.065 -0.617
O -2.696096 -3.020392 -2.445897 -0.646 -0.459 0.428
N -0.517809 -2.609856 -2.301312 0.829 0.445 -0.312
C -0.821387 -1.150147 -2.331967 1.516 -0.696 0.354
H -2.196501 -5.481520 -2.513754 0.313 0.063 0.024
H -0.543011 -5.273690 -1.755216 -0.589 0.196 -0.453
H -0.773801 -5.024733 -3.473338 0.382 -0.402 -0.952
H 0.391022 -2.991705 -2.566389 -0.196 0.704 0.428
H -0.768345 -0.637247 -1.366170 -0.575 -0.688 0.397
H -1.785382 -1.121463 -2.780091 -0.656 0.751 -0.252
H -0.055418 -0.564984 -2.835185 -0.090 -0.534 -0.724
C -4.798722 5.033161 -1.779626 -0.777 -0.133 0.740
C -4.919907 3.595540 -2.107462 0.050 -2.090 -2.239
O -4.726517 3.139197 -3.264698 -0.232 1.006 1.519
N -5.309680 2.761201 -1.128755 0.130 -0.011 0.417
C -5.355431 1.318028 -1.281094 0.566 -0.142 -0.576
H -3.819911 5.372545 -1.985525 1.086 0.348 -0.220
H -5.064280 5.233113 -0.745214 0.152 0.027 0.168
H -5.489187 5.576163 -2.387912 -0.421 0.382 -0.561
H -5.272116 3.106048 -0.193785 0.094 0.095 0.516
H -5.297876 0.818663 -0.293649 0.229 0.448 -0.615
H -4.537859 1.006248 -1.990576 -0.673 0.096 0.887
H -6.302993 1.037728 -1.730851 -0.153 -0.172 -0.181
C 2.397528 5.749020 3.089817 1.067 0.748 -1.027
C 2.265602 4.485602 2.310025 1.279 -1.386 -0.182
O 3.243466 3.670701 2.336443 0.454 0.203 0.034
N 1.222438 4.166786 1.613346 -1.851 1.647 0.198
C 0.141578 5.122170 1.452149 -0.296 1.143 -1.611
H 3.458216 5.774655 3.395343 -0.678 0.356 0.051
H 1.740850 5.752778 3.903819 -0.781 -0.355 1.678
H 2.061228 6.668092 2.567819 0.690 -0.567 -0.195
H 1.309492 3.358870 0.918967 -0.113 -0.455 -0.189
H -0.865187 4.727743 1.474834 -0.016 -0.727 0.433
H 0.157688 5.570114 0.405907 0.313 -0.294 1.148
H 0.185718 5.942050 2.178705 0.037 -0.332 -0.217
C -2.527687 0.236712 0.848414 -0.651 -1.430 -1.326
C -3.427571 0.992483 1.732697 -0.825 1.714 1.068
O -3.747627 2.154216 1.449540 0.066 -0.299 -0.183
N -3.857655 0.498672 2.922416 -0.024 -0.748 -0.691
C -3.678704 -0.864386 3.339181 3.838 -1.195 0.705
H -2.294349 0.920497 0.035255 0.617 0.006 0.199
H -3.052415 -0.608820 0.327575 0.184 0.471 0.622
H -1.693403 -0.214557 1.379037 0.262 0.269 -0.121
H -4.328984 1.196500 3.486965 0.037 -0.450 -0.010
H -4.378010 -1.640493 3.119193 -1.254 0.056 -0.558
H -3.423160 -0.953963 4.405459 -0.453 0.478 -0.180
H -2.658059 -1.305960 2.934956 -1.914 1.127 0.403
C 0.199676 1.966540 4.635222 0.141 -0.442 -0.005
C -0.097948 0.477505 4.558853 -0.997 0.031 0.087
O -1.225076 0.056952 4.866869 0.801 0.197 -0.171
N 0.899433 -0.342510 4.184738 1.799 0.519 -0.408
C 0.633207 -1.765266 4.108206 -0.702 0.191 0.646
H 1.169643 2.200782 4.195945 -0.051 0.108 -0.140
H 0.241472 2.189091 5.706422 -0.145 0.239 -0.165
H -0.609234 2.532104 4.147693 0.322 -0.209 0.268
H 1.775079 0.075522 3.669372 -2.172 -0.837 0.556
H -0.030204 -2.033300 3.271043 0.675 -0.033 -0.185
H 0.054240 -2.074219 4.974702 -0.227 0.245 0.275
H 1.538740 -2.345181 4.221627 0.365 -0.078 -0.764
C 1.802836 0.949264 -3.840189 -0.168 -0.087 -0.860
Cl 2.374389 -0.406706 -4.929234 -0.334 0.769 0.260
Cl 2.795915 2.435285 -4.017105 -0.103 -0.761 0.295
H 0.800946 1.266159 -4.163224 0.215 -0.450 0.197
H 1.839752 0.490885 -2.848228 0.038 0.662 -0.094
C -0.290982 3.628360 -2.129331 -0.638 0.151 -0.932
Cl 0.226393 5.320074 -2.534379 -0.391 -0.737 0.079
Cl -1.677010 3.547387 -1.051057 -0.173 0.168 0.523
H -0.659892 3.072301 -2.996315 0.492 0.595 -0.240
H 0.541354 3.160324 -1.661713 0.705 -0.237 0.507

Entry 2:
97
Properties=species:S:1:pos:R:3:forces:R:3 method="wB97M-V/def2-TZVPD" relative_energy_kj_mol=0.0 charge=-1 homo_lumo_gap_ev=7.09 homo_ev=-4.77 lumo_energy_ha=0.085 mol_weight_g_mol=670.96
K 0.768161 0.178025 0.573363 0.467 -0.507 -0.126
O -0.561874 1.382231 2.454887 0.057 -0.104 -0.232
C -0.460259 2.670349 2.021552 0.182 -0.046 0.116
C -1.523007 3.065314 0.943285 -0.053 0.014 -0.119
C -1.509209 2.571042 -0.498268 0.056 -0.020 0.235
C -1.995584 3.442012 -1.474097 0.005 0.028 -0.009
C -2.051095 3.026128 -2.791633 0.020 -0.048 0.001
C -1.626965 1.747536 -3.105939 -0.011 0.042 0.011
C -1.151063 0.932453 -2.085827 0.194 -0.197 0.193
C -0.664498 -0.459341 -2.379690 0.152 0.096 0.071
C 0.872224 -0.501301 -2.764926 -0.149 -0.129 -0.056
O 1.633899 0.101005 -1.844043 -0.089 0.100 0.204
C 0.995697 0.174728 -4.156189 0.067 0.099 -0.029
C 0.420745 -0.315870 -5.326114 -0.022 -0.038 0.003
C 0.515529 0.384761 -6.520521 -0.001 0.009 -0.014
C 1.191713 1.597104 -6.567050 -0.010 -0.003 -0.016
C 1.775791 2.090107 -5.408878 0.018 0.022 0.002
C 1.680106 1.382656 -4.218088 -0.006 -0.023 0.007
C 1.272150 -1.995834 -2.915474 -0.002 -0.024 -0.050
C 2.568260 -2.335551 -2.532765 0.026 0.009 -0.036
C 3.024154 -3.642848 -2.611440 0.057 0.058 0.018
C 2.184358 -4.654334 -3.059879 -0.073 -0.021 -0.032
C 0.886955 -4.335462 -3.432909 0.049 -0.055 0.010
C 0.441482 -3.020649 -3.366764 -0.046 0.047 0.023
N -1.088322 1.343007 -0.806315 -0.463 0.251 -0.393
C -0.738274 3.659006 3.190810 -0.053 -0.010 -0.001
C -0.468637 5.022291 3.105409 0.003 0.038 -0.004
C -0.741060 5.871978 4.166847 0.002 0.013 0.005
C -1.292161 5.367596 5.338495 -0.001 0.000 0.007
C -1.560222 4.009698 5.433049 -0.020 -0.002 0.033
C -1.282357 3.162877 4.367187 0.025 0.018 -0.044
C 0.997242 2.959969 1.566262 -0.058 0.025 0.149
C 1.388202 3.399927 0.309709 -0.021 0.011 -0.026
C 2.738030 3.527885 -0.018950 -0.021 0.001 -0.014
C 3.715593 3.240444 0.913547 0.013 -0.004 0.009
C 3.337853 2.824516 2.189497 0.044 0.002 -0.010
C 2.000152 2.685344 2.505088 -0.046 -0.010 -0.050
H -2.472032 2.749022 1.388973 0.005 -0.024 -0.001
H -1.566839 4.156399 0.878735 -0.030 -0.009 0.030
H -2.321047 4.433660 -1.185890 -0.006 0.008 -0.025
H -2.419096 3.689956 -3.565189 -0.001 0.005 0.003
H -1.640333 1.375361 -4.121879 -0.015 0.028 -0.014
H -0.801019 -1.062690 -1.479958 -0.079 -0.054 -0.024
H -1.276685 -0.896344 -3.171841 -0.050 0.027 0.020
H -0.108390 -1.261743 -5.317549 -0.001 -0.016 0.022
H 0.061633 -0.019176 -7.418313 -0.001 0.003 -0.005
H 1.265039 2.146623 -7.498055 0.000 0.004 0.000
H 2.308331 3.034380 -5.432009 0.000 0.002 -0.008
H 2.121359 1.734598 -3.293791 -0.003 -0.006 0.018
H 3.184810 -1.529481 -2.155818 0.019 -0.011 0.010
H 4.040281 -3.875499 -2.312263 0.001 -0.009 -0.002
H 2.533093 -5.678790 -3.111242 0.003 -0.007 0.002
H 0.210769 -5.113415 -3.768634 0.002 -0.006 -0.003
H -0.584189 -2.814169 -3.647734 0.010 0.020 -0.017
H -0.022095 5.423725 2.201219 0.003 -0.005 -0.005
H -0.517188 6.929254 4.084432 0.001 0.002 -0.003
H -1.503801 6.028684 6.170361 -0.002 -0.003 0.004
H -1.985722 3.605478 6.344798 0.002 0.006 0.003
H -1.462975 2.096183 4.409313 -0.005 -0.009 0.002
H 0.650072 3.620924 -0.449212 0.003 0.010 -0.003
H 3.014485 3.835536 -1.019768 -0.004 0.001 -0.001
H 4.762921 3.330637 0.653473 0.003 -0.001 0.005
H 4.094333 2.608023 2.935376 0.000 -0.001 -0.004
H 1.700115 2.354294 3.492750 -0.012 -0.012 -0.005
N -3.121446 -1.987079 -0.084949 0.008 0.029 0.027
C -3.370891 -3.304420 -0.651156 -0.043 -0.025 -0.002
C -2.061115 -4.055843 -0.832928 0.007 -0.034 -0.060
C -1.446949 -4.533634 0.479661 -0.028 -0.012 0.063
C -0.003851 -4.994643 0.323427 0.010 -0.019 -0.027
N 0.900808 -3.847115 0.290386 0.042 0.089 0.044
H -2.690184 -2.030781 0.837756 -0.008 0.037 0.003
H -3.977727 -1.458361 0.020958 0.004 0.008 -0.047
H -3.842307 -3.172591 -1.629868 -0.006 0.014 0.011
H -4.059124 -3.925273 -0.051355 0.016 -0.004 -0.004
H -1.366945 -3.397440 -1.361495 0.000 0.026 0.024
H -2.217757 -4.922369 -1.485475 -0.014 -0.001 0.016
H -2.057461 -5.350502 0.879180 0.012 -0.011 -0.016
H -1.470993 -3.735220 1.226227 0.016 0.014 -0.011
H 0.072225 -5.623486 -0.577853 0.001 0.005 0.009
H 0.276722 -5.620836 1.175766 -0.001 0.005 -0.002
H 0.549407 -3.129963 -0.335342 -0.053 -0.050 -0.104
H 1.803194 -4.102953 -0.092784 -0.014 -0.024 0.013
N -1.780346 -1.437676 2.749404 -0.031 -0.003 -0.104
C -0.908539 -2.306646 3.537653 0.010 -0.056 0.010
C -0.132887 -1.613402 4.673618 0.011 0.019 0.020
C 1.361193 -1.521481 4.395488 0.008 -0.075 -0.028
N 1.590483 -0.890047 3.098385 -0.019 0.207 0.100
H -1.276829 -0.610830 2.423561 -0.015 0.109 0.095
H -2.508843 -1.055941 3.343818 -0.001 -0.018 -0.001
H -0.191101 -2.769633 2.854863 -0.006 0.008 0.001
H -1.525086 -3.116666 3.938676 0.000 0.023 0.019
H -0.281125 -2.129639 5.626889 0.006 -0.013 -0.008
H -0.527769 -0.599311 4.796049 0.000 0.002 -0.011
H 1.789378 -2.529424 4.361870 -0.018 0.000 0.009
H 1.850547 -0.991002 5.224819 -0.013 -0.009 -0.001
H 2.577167 -0.695874 2.975573 0.003 0.033 -0.042
H 1.088587 -0.000111 3.065704 -0.024 0.142 0.173